(1)
Entry from OMol25: C29H52IrN2O9P2S as an isolated structure (ωB97M-V with the def2-TZVPD basis set).

The expectation value of S² is 0.763. Its total charge is +2. The molar mass is 859.0 g/mol. The calculated total energy is -84565.4734 eV. The spin multiplicity is 2.

XYZ file:
```
96
Properties=species:S:1:pos:R:3:lowdin_charge:R:1
Ir -1.001 1.011 -1.209 1.4553
C -5.185 1.572 -2.213 0.0298
C -3.830 1.896 -1.680 -0.3602
O -2.902 1.058 -1.884 -0.2052
C -3.636 3.125 -1.019 0.0519
C -2.435 3.650 -0.616 -0.2388
C -2.397 5.040 -0.070 -0.0052
N -1.248 2.957 -0.704 -0.0854
N -0.224 3.653 -0.246 0.1196
C 0.891 2.903 -0.176 -0.3586
O 0.868 1.698 -0.577 -0.1397
C 2.092 3.496 0.395 -0.1414
C 3.214 2.699 0.640 -0.0210
C 4.347 3.263 1.194 -0.0454
C 4.371 4.622 1.493 -0.0374
C 3.261 5.419 1.243 -0.0442
C 2.116 4.860 0.704 -0.0047
H -5.199 0.640 -2.766 0.0842
H -5.531 2.384 -2.854 0.1126
H -5.886 1.506 -1.378 0.1179
H -4.513 3.744 -0.895 0.1370
H -3.404 5.447 -0.040 0.0935
H -1.765 5.679 -0.685 0.1040
H -1.967 5.044 0.932 0.0960
H 3.197 1.650 0.379 0.0870
H 5.216 2.651 1.393 0.1151
H 5.262 5.062 1.921 0.1191
H 3.288 6.475 1.473 0.1177
H 1.244 5.471 0.519 0.1137
C -0.772 2.181 3.611 -0.0336
C -1.339 0.831 3.991 -0.3777
C -2.829 0.696 3.778 -0.0307
O -0.610 -0.227 3.254 -0.1635
P -0.654 -0.578 1.738 0.4891
O -1.355 0.466 0.907 -0.3359
C 1.111 -0.730 1.364 -0.1725
P 1.626 -1.165 -0.307 0.4967
O 0.722 -0.593 -1.354 -0.4419
O 1.682 -2.719 -0.450 -0.1626
C 2.790 -3.574 0.022 -0.4026
C 3.232 -4.409 -1.158 -0.0215
C 2.289 -4.405 1.180 -0.0242
O 3.088 -0.602 -0.360 -0.1939
C 3.843 -0.597 -1.640 -0.3971
C 5.279 -0.903 -1.294 -0.0208
C 3.648 0.747 -2.305 -0.0260
O -1.355 -1.946 1.525 -0.1644
C -1.125 -3.186 2.295 -0.3950
C -1.330 -4.324 1.323 -0.0334
C -2.075 -3.212 3.470 -0.0265
H -1.215 2.945 4.250 0.0983
H -1.005 2.423 2.573 0.0629
H 0.308 2.207 3.757 0.0922
H -1.080 0.591 5.021 0.1509
H -3.101 0.914 2.745 0.0761
H -3.341 1.408 4.425 0.0996
H -3.177 -0.303 4.039 0.0827
H 1.539 -1.453 2.065 0.0890
H 1.552 0.241 1.604 0.0826
H 3.592 -2.911 0.350 0.1285
H 2.404 -5.019 -1.519 0.0983
H 4.041 -5.073 -0.853 0.0998
H 3.593 -3.789 -1.978 0.0779
H 1.455 -5.033 0.871 0.0860
H 1.977 -3.783 2.020 0.0674
H 3.093 -5.050 1.534 0.1019
H 3.417 -1.390 -2.260 0.1332
H 5.669 -0.156 -0.602 0.0933
H 5.884 -0.875 -2.200 0.1013
H 5.389 -1.890 -0.846 0.0793
H 4.096 1.543 -1.710 0.0824
H 2.590 0.962 -2.447 0.0697
H 4.136 0.739 -3.280 0.1012
H -0.088 -3.161 2.641 0.1216
H -2.383 -4.404 1.052 0.0945
H -1.030 -5.261 1.792 0.0990
H -0.750 -4.169 0.417 0.0606
H -3.103 -3.109 3.121 0.0979
H -1.855 -2.425 4.189 0.0731
H -1.986 -4.172 3.980 0.1003
C -4.071 -1.726 -1.302 -0.0999
C -3.256 -1.617 -2.580 -0.3379
S -1.515 -1.372 -2.193 0.8352
O -1.149 -2.555 -1.420 -0.4173
C -0.737 -1.431 -3.812 -0.3437
C -0.851 -0.146 -4.608 -0.1122
H -5.087 -2.034 -1.545 0.0948
H -4.111 -0.781 -0.759 0.0660
H -3.636 -2.476 -0.645 0.0722
H -3.576 -0.833 -3.257 0.0757
H -3.252 -2.566 -3.121 0.1119
H -1.196 -2.280 -4.321 0.1091
H 0.294 -1.690 -3.574 0.0918
H -1.878 0.070 -4.902 0.0797
H -0.258 -0.243 -5.516 0.0922
H -0.456 0.711 -4.055 0.0513
```

=====

(2)
Entry from OMol25: a 2-piece molecular cluster, C9H11NO overall (ωB97M-V with the def2-TZVPD basis set).

The expectation value of S² is 2.042. Its total charge is 0. The molar mass is 149.2 g/mol. The calculated total energy is -13042.6329 eV. The spin multiplicity is 3.

XYZ file:
```
22
Properties=species:S:1:pos:R:3:lowdin_charge:R:1
C 2.982 -0.200 0.015 -0.0461
C 2.264 0.069 1.174 -0.0823
C 2.319 0.089 -1.160 -0.0734
C 1.009 0.632 1.222 0.0018
C 1.041 0.608 -1.133 0.0029
C 0.274 0.721 0.054 -0.3261
C -1.413 2.075 -0.618 -0.0770
C -2.464 -0.318 0.713 -0.4070
C -1.662 -1.588 0.339 -0.0692
N -1.020 0.988 -0.080 -0.0175
O -3.468 0.079 0.148 0.0227
H 3.952 -0.647 0.236 0.1164
H 2.761 0.061 2.069 0.0788
H 2.736 0.175 -2.145 0.1035
H 0.565 0.706 2.212 0.1254
H 0.521 0.669 -2.075 0.1219
H -2.450 2.134 -1.042 0.0757
H -0.762 2.927 -0.810 0.0718
H -2.159 -0.071 1.717 0.1014
H -2.333 -2.490 0.604 0.1039
H -0.621 -1.758 0.829 0.0898
H -1.303 -1.513 -0.731 0.0827
```

=====

(3)
Entry from OMol25: one molecule with the formula C3H4Cl2N2S (ωB97M-V with the def2-TZVPD basis set).

As for the structure (SMILES): [H]/N=C(\Cl)C/C(Cl)=N\S. Its total charge is 0. The molar mass is 171.1 g/mol. The calculated total energy is -42034.5284 eV.

XYZ file:
```
12
Properties=species:S:1:pos:R:3:lowdin_charge:R:1
C 1.187 -1.252 -0.236 -0.7462
C 0.689 0.125 0.276 -0.2362
C 1.113 1.041 -0.752 -0.8618
N 0.633 -2.247 -0.814 -0.4822
N 2.215 1.616 -0.652 0.1016
S -0.798 -2.964 -0.969 0.7375
Cl 2.942 -1.192 -0.305 0.6859
Cl 0.075 1.037 -2.197 0.6335
H -0.348 0.216 0.540 0.1082
H 1.253 0.407 1.155 0.1107
H 2.574 2.070 -1.491 0.0727
H -1.800 -1.981 -0.963 -0.1237
```

=====

(4)
Entry from OMol25: a 2-piece molecular cluster, C4H6N2O overall (ωB97M-V with the def2-TZVPD basis set).

As for the structure (SMILES): c1cn[nH]c1.C=O. Its total charge is 0. The molar mass is 98.1 g/mol. The calculated total energy is -9271.4148 eV.

XYZ file:
```
13
Properties=species:S:1:pos:R:3:lowdin_charge:R:1
C 2.079 -1.817 -0.313 -0.1347
O 2.014 -1.516 0.852 -0.0121
C -0.893 0.290 -0.973 -0.1943
N -1.078 1.603 -1.025 0.0157
N -1.086 1.983 0.258 -0.0505
C -0.911 0.957 1.123 -0.1077
C -0.782 -0.176 0.355 -0.1041
H 2.946 -2.368 -0.726 0.0812
H 1.275 -1.564 -1.032 0.0656
H -0.851 -0.276 -1.896 0.0941
H -1.222 2.956 0.475 0.1468
H -0.887 1.109 2.193 0.1131
H -0.603 -1.181 0.708 0.0869
```